{"formula": "C12H82NO34PS", "method": "ωB97M-V/def2-TZVPD", "lumo_ev": -0.44, "total_energy_ev": -105005.39485, "molar_mass_g_mol": 847.8, "homo_energy_ev": -7.83, "orbital_gap_ev": 7.4, "elements": ["C", "O", "C", "C", "C", "C", "C", "N", "C", "C", "C", "C", "C", "O", "C", "P", "O", "O", "S", "H", "H", "H", "H", "H", "H", "H", "H", "H", "H", "H", "H", "H", "H", "H", "H", "H", "H", "H", "H", "H", "H", "O", "H", "H", "O", "H", "H", "O", "H", "H", "O", "H", "H", "O", "H", "H", "O", "H", "H", "O", "H", "H", "O", "H", "H", "O", "H", "H", "O", "H", "H", "O", "H", "H", "O", "H", "H", "O", "H", "H", "O", "H", "H", "O", "H", "H", "O", "H", "H", "O", "H", "H", "O", "H", "H", "O", "H", "H", "O", "H", "H", "O", "H", "H", "O", "H", "H", "O", "H", "H", "O", "H", "H", "O", "H", "H", "O", "H", "H", "O", "H", "H", "O", "H", "H", "O", "H", "H", "O", "H", "H"], "xyz": [[1.40872, -2.81643, -2.80770], [1.24944, -1.80172, -1.79560], [1.48451, -0.48682, -2.33284], [0.20254, -0.05624, -3.08884], [0.16942, 1.43581, -3.53403], [-0.81245, 2.33304, -2.72553], [-2.30611, 2.09448, -3.08283], [-2.91126, 1.09694, -2.19906], [-2.81420, 0.99508, -0.84370], [-3.53307, -0.12846, -0.38135], [-4.09620, -0.71211, -1.59119], [-3.70876, 0.07535, -2.68437], [1.81244, 0.38285, -1.09217], [0.62687, 0.63814, -0.37183], [0.87214, 1.14470, 0.92746], [2.84046, 1.90257, -1.43602], [3.53802, 1.69382, -2.90255], [1.87920, 3.22292, -1.66343], [4.15022, 2.32244, -0.06846], [2.21838, -3.47727, -2.46982], [1.58436, -2.41390, -3.81778], [0.49061, -3.43361, -2.78998], [2.36188, -0.59142, -2.99312], [-0.68870, -0.35165, -2.51403], [0.17604, -0.66507, -4.01006], [1.16473, 1.90025, -3.57091], [-0.20630, 1.45675, -4.57155], [-0.62463, 2.28438, -1.64557], [-0.59456, 3.37164, -3.03135], [-2.83693, 3.06376, -3.02272], [-2.39215, 1.69422, -4.10044], [-2.25742, 1.70310, -0.23222], [-3.62718, -0.47320, 0.64219], [-4.72329, -1.60076, -1.61298], [-3.94638, -0.03057, -3.73847], [2.44803, -0.25076, -0.43833], [-0.06131, 1.11370, 1.51033], [1.17674, 2.20669, 0.88970], [1.66892, 0.60711, 1.47642], [4.49199, 1.82926, -2.81235], [1.34291, 3.38146, -0.87414], [4.80146, 1.91759, 3.34093], [5.45327, 2.62927, 3.34055], [4.69452, 1.69780, 2.40684], [2.45504, -1.35149, -5.75808], [3.09933, -0.63629, -5.77439], [2.32258, -1.57130, -6.68598], [-3.25233, -2.84227, 1.09965], [-3.19108, -3.77858, 1.34556], [-2.48972, -2.70283, 0.52283], [-1.32771, 3.53072, -5.53080], [-2.14715, 3.93247, -5.21982], [-0.74091, 4.28106, -5.67370], [-1.37171, 2.81111, 2.97305], [-0.92326, 3.26849, 3.69155], [-1.72219, 2.01400, 3.38959], [6.17478, 5.02222, 2.87329], [6.01401, 5.79026, 3.43023], [5.52863, 5.10640, 2.16268], [0.11616, 4.72504, 4.95120], [0.99605, 4.35107, 5.11464], [0.10581, 5.53245, 5.47537], [2.74146, 4.51657, 6.15124], [3.10869, 5.34874, 6.46658], [3.49483, 4.05036, 5.76903], [-1.07610, 0.79769, 5.31041], [-0.63594, 1.25664, 6.03292], [-1.42971, -0.00032, 5.71926], [-2.16673, -5.07488, 2.52726], [-1.77549, -5.95521, 2.54459], [-1.55694, -4.53815, 3.04488], [2.59776, -3.17240, 0.61529], [2.44470, -2.40440, 1.17210], [1.93055, -3.09404, -0.08014], [-0.53394, -2.08477, 2.01941], [-1.38497, -1.71814, 2.29372], [0.03303, -1.31249, 1.91432], [-3.83841, 3.61456, 0.88021], [-4.14567, 4.17523, 1.60193], [-3.15699, 3.06908, 1.28676], [0.14463, 5.69820, -1.33954], [0.75500, 5.12849, -1.82208], [0.26593, 5.45823, -0.41501], [-3.82671, 1.25186, -5.98231], [-4.65529, 1.64560, -5.68135], [-3.23844, 2.00664, -6.11210], [-5.50001, 0.47806, -8.74154], [-5.01781, 0.90826, -8.02248], [-5.87664, -0.30408, -8.32740], [4.75596, -4.76893, 1.88077], [4.60406, -3.99924, 2.43876], [4.08770, -4.68784, 1.18797], [-5.34077, 3.45471, -9.59580], [-5.30333, 2.52601, -9.33679], [-4.59006, 3.56626, -10.18656], [0.63027, -1.92841, 5.04302], [1.27016, -1.21077, 5.08974], [0.55756, -2.10593, 4.09708], [4.90752, -8.00842, 2.99207], [4.07623, -7.63527, 3.30332], [5.45426, -7.23430, 2.81950], [-2.54602, 5.71850, 6.10400], [-1.93047, 5.16062, 5.61252], [-2.46557, 5.41363, 7.01379], [4.26812, -3.69822, -3.34522], [4.61265, -2.83724, -3.08831], [5.02719, -4.15015, -3.73870], [5.93879, -6.18510, -4.04449], [6.86213, -6.44768, -4.11338], [5.52566, -6.89779, -3.54642], [-4.19682, -4.06758, -1.61314], [-3.72175, -3.63655, -0.89297], [-4.58073, -4.85218, -1.21025], [-1.84755, -7.56762, 3.93530], [-2.05096, -8.09300, 4.71518], [-2.65276, -7.61738, 3.40821], [-5.87924, 2.09512, -1.17125], [-5.49087, 2.91307, -0.84102], [-5.12945, 1.62059, -1.55788], [8.45984, -6.85156, 1.88969], [7.87687, -7.61823, 1.88397], [7.86845, -6.10181, 1.75906], [-4.95185, 4.55379, 4.53672], [-4.54195, 3.68423, 4.58088], [-4.37491, 5.11060, 5.07736], [4.40986, -4.60659, 4.93845], [4.98285, -5.18219, 4.41999], [4.56546, -4.87334, 5.84985], [-5.93117, 2.63291, 6.77910], [-6.12623, 3.38265, 7.34895], [-6.52848, 2.74822, 6.03268]], "mulliken_charge": [-0.93, -0.21, -0.48, -0.50, -1.10, 0.91, -1.07, 0.86, -0.15, -0.72, -0.95, -0.83, -0.38, 0.45, -1.21, 0.56, -0.49, -0.58, -0.44, 0.36, 0.36, 0.20, 0.39, 0.21, 0.59, 0.08, 0.70, -0.30, 0.29, 0.07, 0.12, 0.26, 0.68, 0.71, 0.53, 0.59, 0.19, 0.23, 0.37, 0.39, 0.26, -0.60, 0.32, 0.24, -0.52, 0.26, 0.25, -0.56, 0.28, 0.25, -0.58, 0.32, 0.26, -0.46, 0.15, 0.29, -0.62, 0.31, 0.31, -0.64, 0.34, 0.29, -0.66, 0.30, 0.32, -0.55, 0.27, 0.29, -0.62, 0.33, 0.29, -0.49, 0.19, 0.27, -0.50, 0.32, 0.12, -0.57, 0.30, 0.27, -0.60, 0.40, 0.29, -0.67, 0.34, 0.30, -0.67, 0.36, 0.31, -0.50, 0.29, 0.28, -0.64, 0.34, 0.31, -0.62, 0.31, 0.31, -0.63, 0.34, 0.26, -0.65, 0.34, 0.33, -0.57, 0.27, 0.29, -0.61, 0.30, 0.31, -0.65, 0.39, 0.29, -0.62, 0.29, 0.32, -0.70, 0.28, 0.47, -0.64, 0.32, 0.32, -0.62, 0.29, 0.34, -0.61, 0.31, 0.29, -0.63, 0.31, 0.32]}

{"formula": "C12H8AsCoF6N2OS", "method": "ωB97M-V/def2-TZVPD", "lumo_ev": [-4.33, -7.58], "total_energy_ev": -143198.72747, "molar_mass_g_mol": 476.1, "multiplicity": 6, "charge": 1, "homo_energy_ev": [-13.56, -13.64], "orbital_gap_ev": [9.2, 6.1], "e_above_lowest_kj_mol": 78.4, "elements": ["Co", "O", "N", "C", "C", "C", "C", "C", "S", "H", "H", "H", "H", "N", "C", "C", "C", "C", "C", "C", "C", "H", "H", "H", "H", "F", "As", "F", "F", "F", "F", "F"], "xyz": [[0.09288, -0.70061, -0.61713], [1.84798, -1.50367, -0.53861], [2.59463, -1.11107, 0.47435], [3.91562, -1.12118, 0.30981], [4.75226, -0.75618, 1.35439], [4.22235, -0.38648, 2.58081], [2.85157, -0.36824, 2.73690], [2.01759, -0.71148, 1.66713], [0.33157, -0.59912, 1.76492], [4.25186, -1.43074, -0.66797], [5.81986, -0.76813, 1.18576], [4.87177, -0.11070, 3.39928], [2.38861, -0.06623, 3.66582], [-6.95103, -0.45446, -0.50383], [-5.82575, -0.59252, -0.68867], [-4.41278, -0.76381, -0.91548], [-3.78628, -1.92209, -0.44683], [-2.43647, -2.10848, -0.68442], [-1.74450, -1.06169, -1.28867], [-2.35786, 0.04106, -1.87306], [-3.70886, 0.21214, -1.62747], [-4.35790, -2.67921, 0.07266], [-1.95094, -3.02460, -0.36883], [-1.80493, 0.79023, -2.42658], [-4.21875, 1.09195, -1.99565], [0.64237, 1.05008, -0.84813], [0.50628, 3.05541, -0.64205], [0.63382, 2.63934, 1.01514], [2.20090, 2.95275, -0.75892], [0.38569, 4.71657, -0.44780], [0.39176, 2.99788, -2.33674], [-1.16332, 2.69326, -0.55011]], "mulliken_charge": [0.51, -0.80, 0.67, -0.14, -0.64, -0.21, -0.59, 0.67, -0.05, 0.47, 0.43, 0.44, 0.42, -0.35, -0.20, 0.64, -0.37, -0.47, 0.32, -0.31, -0.59, 0.50, 0.50, 0.49, 0.49, -0.67, 1.97, -0.42, -0.44, -0.41, -0.43, -0.41]}

{"formula": "C12H9Cl2F3NO4S2", "method": "ωB97M-V/def2-TZVPD", "lumo_ev": 2.47, "total_energy_ev": -77136.48356, "molar_mass_g_mol": 423.2, "smiles": "O=C1C[C@H]([C@@H](Cl)S(=O)(=O)c2ccc(Cl)cc2)[C@@H]([O-])N1SC(F)(F)F", "charge": -1, "homo_energy_ev": -4.84, "orbital_gap_ev": 7.3, "elements": ["O", "C", "C", "C", "C", "Cl", "S", "O", "O", "C", "C", "C", "C", "Cl", "C", "C", "C", "O", "N", "S", "C", "F", "F", "F", "H", "H", "H", "H", "H", "H", "H", "H", "H"], "xyz": [[-3.03884, 2.59931, -2.46855], [-2.36283, 1.69936, -1.98696], [-2.44229, 0.20939, -2.29637], [-1.05742, -0.32994, -1.89970], [-1.07609, -1.25870, -0.74315], [-2.16763, -2.63380, -1.03801], [0.86588, -2.17136, -0.84447], [1.48088, -1.60045, -2.01788], [0.72741, -3.60249, -0.74827], [1.77526, -1.69726, 0.71935], [2.29233, -0.41309, 0.88496], [2.99980, -0.13035, 2.05023], [3.16791, -1.11494, 3.02512], [4.04621, -0.76618, 4.46313], [2.61402, -2.39185, 2.85692], [1.90869, -2.68451, 1.68922], [-0.19626, 0.76673, -1.13306], [0.91799, 1.18390, -1.60361], [-1.31630, 1.77781, -1.10783], [-1.02752, 2.63187, 0.48627], [-2.25892, 3.90509, 0.36865], [-2.12812, 4.85970, -0.62316], [-1.92114, 4.52213, 1.56429], [-3.59543, 3.54234, 0.41795], [-3.25110, -0.30262, -1.74549], [-2.76156, 0.00793, -3.33390], [-0.49433, -0.64533, -2.79939], [-1.18672, -0.96863, 0.31542], [2.12857, 0.35277, 0.11640], [3.42908, 0.86971, 2.21481], [2.72294, -3.13972, 3.64254], [1.46221, -3.67126, 1.55192], [-0.25670, 0.59446, 0.02262]], "mulliken_charge": [-0.67, 0.50, -0.92, 0.40, -0.75, -0.18, 1.34, -0.56, -0.70, -0.18, -0.04, -0.78, 0.42, -0.23, -0.60, -0.40, -0.14, -0.88, 0.19, -0.05, 0.60, -0.20, -0.26, -0.22, 0.29, 0.29, 0.55, 0.43, 0.57, 0.38, 0.38, 0.42, 0.00]}